Entry 1:
{
  "formula": "C18H23KN5S2",
  "method": "the ωB97M-V functional and the def2-TZVPD basis",
  "species": ["K", "S", "S", "N", "N", "N", "N", "N", "C", "C", "C", "C", "C", "C", "C", "C", "C", "C", "C", "C", "C", "C", "C", "C", "C", "C", "H", "H", "H", "H", "H", "H", "H", "H", "H", "H", "H", "H", "H", "H", "H", "H", "H", "H", "H", "H", "H", "H", "H"],
  "xyz": [[-2.14, -1.06, 0.06], [-2.37, 1.64, -4.56], [-2.94, 1.60, -1.76], [-1.62, -1.96, 2.56], [-0.82, 0.27, -2.92], [-1.65, -4.11, 6.26], [0.13, 0.65, 0.54], [2.13, 2.40, 0.72], [-0.97, -3.14, 2.72], [-2.34, -1.57, 3.66], [0.73, 0.47, -6.79], [1.11, 0.50, -0.58], [2.35, 1.40, -0.43], [-2.41, -2.22, 4.89], [-0.99, -3.91, 3.88], [1.98, 1.63, 2.03], [1.48, -0.25, -5.84], [-0.34, 2.03, 0.52], [0.80, 3.07, 0.36], [0.91, 0.48, 1.79], [-0.51, 0.97, -6.52], [-0.98, 0.87, -5.20], [-0.24, 0.24, -4.19], [1.02, -0.35, -4.53], [-1.94, 1.00, -2.98], [-1.69, -3.44, 5.06], [1.56, -0.91, -3.75], [3.24, 0.84, -0.19], [0.72, 3.92, 1.02], [2.97, 1.26, 2.36], [-2.85, -0.61, 3.52], [-0.42, -4.83, 3.84], [1.41, -0.48, 1.73], [-1.86, -3.52, 7.06], [-0.90, -4.79, 6.31], [1.21, 0.55, -7.76], [2.46, -0.65, -6.15], [-1.11, 2.13, -0.33], [0.55, 0.72, -1.55], [0.93, 3.42, -0.71], [0.17, 0.37, 2.61], [1.63, 2.36, 2.74], [-2.92, -1.75, 5.70], [-1.08, 1.49, -7.27], [2.89, 3.07, 0.82], [-0.92, 2.23, 1.42], [2.65, 2.03, -1.33], [-0.35, -3.47, 1.84], [1.35, -0.59, -0.69]],
  "lowdin_charge": [0.71, 1.01, 0.45, -0.08, -0.03, 0.12, -0.19, -0.08, -0.17, -0.15, -0.12, -0.17, -0.07, -0.01, -0.01, -0.04, -0.10, -0.19, -0.05, -0.14, -0.10, -0.51, -0.33, -0.04, -1.18, -0.29, 0.10, 0.12, 0.12, 0.14, 0.11, 0.11, 0.11, 0.12, 0.11, 0.11, 0.11, 0.03, 0.10, 0.16, 0.12, 0.12, 0.10, 0.11, 0.19, 0.13, 0.16, 0.12, 0.14],
  "lumo_ev": -2.745,
  "homo_ha": -0.329,
  "total_energy_ev": -64480.0261,
  "gap_ha": 0.22812,
  "total_charge": 1,
  "spin_multiplicity": 1
}

Entry 2:
{
  "formula": "C18H23N2O3S",
  "method": "the ωB97M-V functional and the def2-TZVPD basis",
  "species": ["S", "O", "O", "O", "N", "N", "C", "C", "C", "C", "C", "C", "C", "C", "C", "C", "C", "C", "C", "C", "C", "C", "C", "C", "H", "H", "H", "H", "H", "H", "H", "H", "H", "H", "H", "H", "H", "H", "H", "H", "H", "H", "H", "H", "H", "H", "H"],
  "xyz": [[3.80, -2.07, -0.04], [4.82, 1.58, -0.79], [-1.94, 2.04, 0.61], [-4.42, -2.71, -0.73], [2.79, 1.04, 0.01], [0.09, 1.02, -0.81], [4.65, -0.56, 0.14], [-2.21, 0.13, -0.77], [2.22, 2.23, -0.58], [-2.83, -1.06, -1.08], [-3.90, -1.54, -0.32], [5.95, -0.78, 0.49], [-2.43, 2.89, 1.63], [-4.33, -0.79, 0.77], [-2.64, 0.87, 0.34], [4.12, 0.75, -0.24], [0.71, -0.17, -0.18], [1.10, 1.81, -1.54], [6.26, -2.15, 0.66], [-1.09, 0.67, -1.63], [-5.53, -3.25, -0.02], [5.20, -2.96, 0.40], [1.83, 0.28, 0.76], [-3.70, 0.40, 1.10], [6.65, 0.02, 0.63], [3.02, 2.75, -1.12], [-5.26, -3.47, 1.02], [-4.06, 0.95, 1.95], [-2.51, -1.64, -1.93], [-0.31, 1.62, -0.05], [1.83, 2.89, 0.20], [-1.79, 3.78, 1.60], [-3.46, 3.19, 1.44], [-5.15, -1.12, 1.38], [-0.80, -0.07, -2.39], [7.22, -2.51, 0.95], [-2.35, 2.42, 2.61], [-1.43, 1.58, -2.14], [5.15, -4.03, 0.43], [-5.77, -4.18, -0.54], [-6.39, -2.58, -0.05], [1.41, 0.92, 1.55], [0.63, 2.69, -1.98], [1.11, -0.80, -0.97], [1.51, 1.19, -2.34], [-0.06, -0.72, 0.36], [2.29, -0.58, 1.22]],
  "lowdin_charge": [1.05, 0.09, -0.14, -0.07, -0.06, -0.11, -0.42, -0.15, -0.10, 0.06, -0.27, -0.08, -0.05, 0.01, -0.22, -0.45, -0.07, -0.07, -0.16, -0.05, -0.06, -0.38, -0.14, 0.01, 0.13, 0.14, 0.10, 0.12, 0.13, 0.15, 0.14, 0.10, 0.11, 0.11, 0.15, 0.11, 0.10, 0.15, 0.07, 0.10, 0.10, 0.14, 0.14, 0.14, 0.15, 0.15, 0.09],
  "lumo_ev": -2.236,
  "smiles": "COc1ccc(OC)c(C[NH+]2CCN(C(=O)c3cccs3)CC2)c1",
  "homo_ha": -0.415,
  "total_energy_ev": -38990.8309,
  "gap_ha": 0.33319,
  "total_charge": 1,
  "spin_multiplicity": 1
}

Entry 3:
{
  "formula": "C18H23N3O3",
  "method": "the ωB97M-V functional and the def2-TZVPD basis",
  "species": ["O", "O", "O", "N", "N", "N", "C", "C", "C", "C", "C", "C", "C", "C", "C", "C", "C", "C", "C", "C", "C", "C", "C", "C", "H", "H", "H", "H", "H", "H", "H", "H", "H", "H", "H", "H", "H", "H", "H", "H", "H", "H", "H", "H", "H", "H", "H"],
  "xyz": [[0.95, 1.19, -1.51], [1.70, 0.82, 1.61], [-2.11, -1.27, -1.01], [2.70, -0.61, 0.18], [-0.33, 2.40, -0.21], [-0.18, 0.45, -1.28], [-2.68, -2.52, -1.32], [2.53, 0.60, 0.75], [-0.91, 1.19, -0.49], [1.86, -1.75, 0.48], [3.50, 1.67, 0.24], [1.90, 3.33, -0.83], [1.18, -3.88, -0.53], [-2.80, -0.42, -0.22], [2.61, -2.91, 1.14], [1.67, -4.08, 0.91], [-2.21, 0.83, 0.05], [-4.05, -0.70, 0.34], [-2.87, 1.75, 0.86], [2.87, 3.06, 0.33], [-4.10, 1.46, 1.40], [0.80, 2.34, -0.83], [1.24, -2.37, -0.78], [-4.69, 0.23, 1.14], [-2.82, -3.14, -0.42], [2.82, -2.72, 2.19], [0.83, -4.01, 1.61], [2.32, 3.13, 1.27], [1.08, -1.38, 1.15], [-1.96, -3.01, -1.98], [3.65, 3.83, 0.31], [2.43, 3.27, -1.79], [0.26, -1.93, -0.98], [1.46, 4.32, -0.72], [1.87, -2.15, -1.65], [2.16, -5.04, 1.05], [3.56, -3.07, 0.62], [-5.65, -0.01, 1.56], [-3.63, -2.42, -1.84], [3.38, -0.73, -0.55], [-4.53, -1.64, 0.15], [3.81, 1.45, -0.78], [-2.38, 2.69, 1.05], [-4.60, 2.18, 2.03], [0.17, -4.28, -0.66], [1.83, -4.41, -1.22], [4.38, 1.63, 0.89]],
  "lowdin_charge": [0.04, 0.07, -0.10, 0.10, 0.22, 0.15, -0.08, -0.51, -0.27, -0.31, -0.10, -0.09, -0.18, -0.21, -0.14, -0.20, -0.08, -0.02, -0.02, -0.18, -0.09, -0.36, -0.13, -0.08, 0.10, 0.11, 0.11, 0.12, 0.15, 0.09, 0.11, 0.13, 0.07, 0.13, 0.11, 0.10, 0.12, 0.10, 0.10, 0.14, 0.10, 0.12, 0.11, 0.10, 0.09, 0.10, 0.12],
  "lumo_ev": 0.834,
  "smiles": "COc1ccccc1-c1noc(CCCC(=O)NC2CCCC2)n1",
  "homo_ha": -0.310,
  "total_energy_ev": -29651.9545,
  "gap_ha": 0.34096,
  "spin_multiplicity": 1
}

Entry 4:
{
  "formula": "C18H23N3O3",
  "method": "the ωB97M-V functional and the def2-TZVPD basis",
  "species": ["O", "O", "O", "N", "N", "N", "C", "C", "C", "C", "C", "C", "C", "C", "C", "C", "C", "C", "C", "C", "C", "C", "C", "C", "H", "H", "H", "H", "H", "H", "H", "H", "H", "H", "H", "H", "H", "H", "H", "H", "H", "H", "H", "H", "H", "H", "H"],
  "xyz": [[0.14, 2.38, 0.49], [-2.71, -0.78, -1.00], [8.06, -1.46, 0.68], [-1.43, -0.39, -1.10], [5.66, -0.01, 0.21], [0.97, 0.89, -1.00], [-8.96, -0.90, 0.79], [3.31, 0.34, -0.47], [-4.79, -0.18, 0.06], [-6.78, -1.50, -0.29], [-2.52, 1.03, 0.25], [7.74, -0.32, 1.43], [-1.29, 0.69, -0.36], [2.33, 1.38, -1.00], [-6.87, 0.44, 1.10], [-5.43, -1.28, -0.52], [0.00, 1.41, -0.23], [6.00, -1.18, -0.58], [6.89, -2.11, 0.25], [-5.53, 0.68, 0.88], [4.74, 0.88, -0.47], [-7.51, -0.65, 0.52], [6.88, 0.66, 0.62], [-3.39, 0.06, -0.19], [2.33, 2.27, -0.37], [7.21, -2.97, -0.34], [-7.26, -2.35, -0.75], [-9.52, 0.03, 0.80], [7.19, -0.61, 2.33], [5.09, -1.71, -0.86], [5.06, 1.08, -1.51], [-5.05, 1.53, 1.33], [6.54, -0.90, -1.50], [-7.43, 1.11, 1.73], [4.74, 1.83, 0.07], [6.31, -2.46, 1.12], [7.46, 1.01, -0.25], [-4.87, -1.94, -1.16], [3.24, -0.56, -1.08], [8.69, 0.14, 1.71], [0.75, 0.06, -1.53], [2.61, 1.67, -2.02], [6.62, 1.51, 1.24], [-9.08, -1.37, 1.77], [3.04, 0.07, 0.56], [-9.39, -1.56, 0.04], [-2.70, 1.86, 0.90]],
  "lowdin_charge": [0.08, 0.02, -0.13, 0.11, -0.18, 0.07, -0.05, -0.17, -0.16, -0.03, 0.08, -0.20, -0.19, -0.18, -0.04, -0.01, -0.44, -0.17, -0.20, -0.01, -0.21, -0.28, -0.18, -0.20, 0.12, 0.13, 0.11, 0.08, 0.13, 0.12, 0.13, 0.11, 0.13, 0.11, 0.12, 0.13, 0.13, 0.12, 0.10, 0.12, 0.13, 0.13, 0.12, 0.09, 0.12, 0.08, 0.12],
  "lumo_ev": 0.321,
  "smiles": "Cc1ccc(-c2cc(C(=O)NCCCN3CCOCC3)no2)cc1",
  "homo_ha": -0.319,
  "total_energy_ev": -29651.1506,
  "gap_ha": 0.33074,
  "spin_multiplicity": 1
}

Entry 5:
{
  "formula": "C18H23N3O3S2",
  "method": "the ωB97M-V functional and the def2-TZVPD basis",
  "species": ["S", "S", "O", "O", "O", "N", "N", "N", "C", "C", "C", "C", "C", "C", "C", "C", "C", "C", "C", "C", "C", "C", "C", "C", "C", "C", "H", "H", "H", "H", "H", "H", "H", "H", "H", "H", "H", "H", "H", "H", "H", "H", "H", "H", "H", "H", "H", "H", "H"],
  "xyz": [[-0.32, 3.00, -0.19], [-0.48, -1.52, 2.59], [-3.24, 1.47, -3.73], [0.69, -1.39, -2.25], [2.08, 3.89, 1.86], [1.24, 2.04, 2.85], [0.15, 0.57, -1.23], [-0.42, 0.70, 1.04], [2.52, 1.44, 3.18], [-0.26, 3.43, 1.58], [2.77, 0.24, 2.32], [-4.47, 1.95, -3.26], [-0.05, -2.98, 1.76], [0.09, -4.39, 2.20], [1.15, 3.15, 2.10], [0.36, -0.83, -1.23], [0.23, -5.13, 0.85], [-0.19, 1.25, -0.11], [3.09, 0.33, 1.04], [0.13, -1.44, 0.05], [0.31, 1.23, -2.52], [-0.26, -0.63, 1.12], [-0.92, 1.04, -3.41], [0.25, -2.79, 0.45], [0.64, -4.07, -0.20], [-2.19, 1.63, -2.80], [-0.74, 1.53, -4.36], [1.72, -4.08, -0.39], [-4.41, 3.03, -3.04], [0.44, 1.42, 2.87], [-4.78, 1.43, -2.35], [-1.04, 2.88, 2.10], [-2.44, 1.12, -1.85], [2.52, 1.17, 4.24], [-1.08, -0.02, -3.59], [0.51, 2.29, -2.35], [0.96, -5.94, 0.90], [3.22, 1.29, 0.57], [3.22, -0.54, 0.42], [-2.04, 2.70, -2.58], [-0.73, -5.56, 0.57], [0.98, -4.52, 2.82], [-0.76, -4.75, 2.77], [-0.46, 4.50, 1.60], [1.17, 0.77, -3.01], [3.27, 2.22, 3.00], [2.63, -0.73, 2.78], [-5.19, 1.78, -4.05], [0.14, -4.21, -1.16]],
  "lowdin_charge": [1.04, 1.10, -0.18, 0.09, 0.05, 0.06, 0.02, 0.04, -0.17, -0.33, -0.16, -0.12, -0.49, -0.17, -0.58, -0.36, -0.16, -0.56, 0.02, -0.10, -0.16, -0.53, -0.13, -0.21, -0.11, -0.26, 0.13, 0.12, 0.09, 0.10, 0.09, 0.08, 0.12, 0.12, 0.12, 0.08, 0.11, 0.07, 0.06, 0.11, 0.11, 0.11, 0.11, 0.09, 0.13, 0.12, 0.09, 0.09, 0.12],
  "lumo_ev": 0.351,
  "smiles": "C=CCNC(=O)CSc1nc2sc3c(c2c(=O)n1CCCOC)CCC3",
  "homo_ha": -0.295,
  "total_energy_ev": -51322.8913,
  "gap_ha": 0.30751,
  "spin_multiplicity": 1
}

- Number 4 is which compound?
  C18H23N3O3